Below is C33H76Br2F9O17PS2 as an isolated structure at a distorted geometry, with properties calculated with ωB97M-V with the def2-TZVPD basis set.

Geometry as XYZ:
```
140
Properties=species:S:1:pos:R:3:forces:R:3
C -4.090505 0.509333 1.174716 -3.310 4.038 2.547
C -4.892619 1.455588 1.568076 2.634 -4.463 -0.747
C -5.790926 2.499052 2.440107 1.270 -1.286 -0.476
C -5.937997 1.869859 3.914884 0.709 -1.642 0.212
Br -6.288230 3.205218 5.362390 0.632 -0.024 -1.215
C -7.131210 0.748412 4.037670 0.842 -0.232 -0.170
C -6.797509 -0.638068 3.295796 -1.425 -0.285 -0.557
Br -7.198524 0.283989 6.011968 -0.190 -0.351 -1.074
O -7.165164 2.715030 2.026475 0.812 1.899 -0.006
S -7.638998 4.351893 2.226156 -4.401 0.612 -0.953
O -8.343136 4.826673 0.987565 3.476 -1.435 3.104
O -8.606828 4.531528 3.379883 4.299 -0.835 -2.444
O -6.038642 4.890691 2.503200 -2.151 -0.747 -0.662
C -4.988382 3.881007 2.201248 -1.010 1.187 1.060
C -3.818758 4.335945 3.209700 0.742 -0.424 -0.103
C -2.362859 4.534764 2.560485 1.228 -0.095 1.194
C -1.496068 3.139852 2.635600 -1.256 -0.316 0.081
C -0.746524 2.775025 1.257207 -0.410 0.290 -0.459
C 0.810185 2.401845 1.403862 -0.535 3.045 0.094
F 1.348808 3.377700 2.354964 -0.857 -2.432 -2.014
F 1.529954 2.686524 0.173357 -1.590 -1.421 3.056
C 1.125353 0.966427 2.040839 1.816 1.239 3.745
F 2.450730 1.064662 2.640706 -3.290 -0.313 -1.763
F 0.253989 0.627193 3.143489 2.311 1.511 -3.247
S 1.170474 -0.490580 0.883876 -0.389 -4.682 -0.562
F 0.152757 0.190162 -0.254961 2.066 -0.630 1.760
F 2.573339 -0.010707 0.112999 -2.781 -0.436 1.425
F 2.067107 -1.332854 2.064828 -1.379 1.516 -2.400
F -0.225237 -1.131287 1.637072 2.121 0.994 -1.623
F 1.197551 -1.885585 -0.055458 0.065 2.423 1.445
P -4.772794 4.215925 0.312402 -1.253 0.063 -4.032
O -5.970102 3.750590 -0.527418 3.062 1.483 2.836
O -4.509758 5.930721 0.196269 1.137 -3.161 0.252
O -3.368909 3.492743 -0.345394 -1.311 1.827 1.045
H -3.343729 -0.362409 1.023156 -1.772 2.131 0.046
H -4.955070 1.289424 4.147254 -1.679 1.295 -0.134
H -8.172870 1.163700 3.801499 1.789 -0.578 0.239
H -6.762164 -0.518663 2.137108 0.147 -0.010 2.099
H -7.708860 -1.337886 3.490498 1.631 1.218 -0.244
H -5.872419 -1.190310 3.687088 -1.251 1.190 -0.536
H -3.718238 3.490694 4.003316 -0.244 1.785 -1.166
H -4.123411 5.345735 3.694249 0.193 -2.019 -0.811
H -1.788223 5.266018 3.265277 -1.173 -1.121 -1.302
H -2.337012 5.023153 1.524709 -0.207 -0.924 1.484
H -2.289281 2.308997 2.838269 1.551 1.266 -0.416
H -0.831040 3.171541 3.568254 -0.775 0.017 -1.576
H -1.379575 1.958128 0.733898 1.467 1.195 0.775
H -0.817116 3.703148 0.557701 0.542 -1.705 1.201
H -3.533689 6.089951 0.059956 -1.418 -0.143 0.274
H -3.222328 3.866777 -1.247312 -0.377 -0.417 0.752
C 4.944045 0.969419 -1.902599 -0.014 -0.206 0.021
C 5.529697 2.114076 -2.704699 -0.262 0.055 0.319
O 4.500192 3.009785 -3.103212 -0.097 0.165 -0.097
H 4.198802 0.428745 -2.492923 0.138 0.013 -0.028
H 5.725056 0.269653 -1.593673 -0.069 -0.002 0.045
H 4.433304 1.343607 -1.010036 0.158 0.034 0.021
H 6.019608 1.738395 -3.605902 -0.138 0.169 -0.004
H 6.268002 2.667506 -2.115463 0.152 -0.137 -0.003
H 4.077722 3.344696 -2.299386 0.140 -0.076 -0.222
C 3.494097 -4.884970 -1.779269 0.118 -0.128 -0.020
C 4.077284 -3.737857 -2.579530 -0.225 0.006 0.291
O 3.043611 -2.844299 -2.975823 -0.121 0.230 -0.104
H 2.749889 -5.426230 -2.370231 0.129 0.037 -0.025
H 4.276532 -5.583340 -1.471687 -0.078 0.003 0.019
H 2.982859 -4.512992 -0.886382 0.165 0.082 -0.014
H 4.567754 -4.111226 -3.480905 -0.127 0.153 0.043
H 4.814525 -3.183315 -1.990007 0.150 -0.140 0.000
H 2.620648 -2.512052 -2.171265 0.111 -0.089 -0.239
C 2.598558 4.138104 5.848654 0.149 -0.030 -0.126
C 1.425562 5.065406 6.095884 0.161 -0.289 0.226
O 0.248235 4.308990 6.353389 -0.269 -0.065 -0.019
H 2.394280 3.479938 4.999403 0.006 0.134 0.007
H 3.509142 4.706690 5.643805 -0.011 -0.082 0.026
H 2.773204 3.494281 6.716039 0.053 0.120 0.017
H 1.241103 5.690794 5.219319 -0.154 -0.098 0.101
H 1.617324 5.719413 6.952310 0.119 0.121 -0.108
H 0.415992 3.764848 7.135647 -0.086 0.153 -0.233
C 2.298943 -2.694658 5.154016 0.077 0.185 0.032
C 2.297852 -4.182277 5.443162 -0.237 0.133 -0.328
O 1.003450 -4.724380 5.214023 -0.107 -0.136 -0.023
H 1.570741 -2.179572 5.786825 0.100 -0.089 0.031
H 3.287684 -2.263142 5.330621 -0.048 0.038 -0.050
H 2.011365 -2.503093 4.116519 0.119 -0.067 0.065
H 2.564206 -4.369700 6.485985 -0.156 -0.106 -0.093
H 3.016186 -4.705727 4.803942 0.185 0.075 0.090
H 0.778608 -4.562209 4.285250 0.021 -0.064 0.173
C 5.466884 -6.455444 -6.988801 -0.183 -0.036 -0.101
C 5.012600 -6.086107 -5.591096 0.395 0.042 -0.283
O 6.025602 -6.410700 -4.645908 0.089 0.026 0.366
H 5.693397 -7.523599 -7.048988 -0.103 0.075 0.047
H 4.696615 -6.216011 -7.725670 0.165 -0.005 -0.053
H 6.384022 -5.920041 -7.252006 -0.128 0.076 -0.051
H 4.108998 -6.638982 -5.323645 0.162 0.022 0.158
H 4.796002 -5.015354 -5.519810 -0.198 -0.003 -0.137
H 6.818536 -5.910458 -4.884832 -0.228 -0.180 0.055
C 2.747006 -4.800140 -10.862249 -0.036 0.011 0.193
C 4.189390 -4.427026 -10.583603 -0.201 -0.209 -0.379
O 4.946053 -5.591762 -10.276517 0.235 -0.148 0.055
H 2.306540 -5.303627 -9.997380 0.116 0.200 -0.192
H 2.152470 -3.912683 -11.094792 -0.022 -0.067 -0.041
H 2.683070 -5.497348 -11.703453 0.006 0.127 -0.062
H 4.250657 -3.748339 -9.729593 0.140 -0.170 -0.009
H 4.640771 -3.933180 -11.450221 -0.043 0.191 0.046
H 4.894293 -6.183280 -11.040327 0.006 0.167 0.244
C -0.796568 -4.673856 -7.401547 -0.006 0.149 0.127
C -0.570462 -4.880761 -8.885886 -0.104 -0.252 0.290
O 0.435035 -5.864468 -9.095937 -0.063 -0.256 0.004
H 0.129469 -4.359164 -6.912534 -0.083 0.042 -0.100
H -1.563866 -3.915798 -7.225531 0.025 -0.070 0.052
H -1.108042 -5.607598 -6.923602 -0.101 0.063 -0.055
H -0.238563 -3.951741 -9.355205 0.105 -0.192 -0.048
H -1.490833 -5.207704 -9.379954 -0.079 0.186 -0.006
H 0.129941 -6.685982 -8.685427 0.110 0.230 -0.120
C 6.454654 1.995896 1.854811 0.157 -0.088 -0.041
C 6.001808 3.386645 2.252238 -0.229 -0.332 -0.007
O 4.774663 3.705578 1.607311 -0.176 0.106 -0.095
H 6.584209 1.929811 0.770875 0.045 0.073 0.093
H 7.400070 1.739643 2.339600 -0.064 -0.060 -0.031
H 5.703183 1.250196 2.132081 0.068 0.022 0.094
H 6.744311 4.130398 1.954179 -0.216 0.030 -0.033
H 5.858132 3.457019 3.335221 0.198 0.003 0.052
H 4.119935 3.048098 1.883339 0.139 0.222 -0.064
C 0.941073 -6.557458 0.098331 0.166 -0.091 -0.061
C 0.576399 -6.262635 1.538900 -0.190 -0.055 -0.359
O 0.375847 -4.864834 1.713236 -0.022 0.319 0.254
H 1.849076 -6.018126 -0.184512 -0.171 -0.217 0.157
H 1.104286 -7.627540 -0.052091 -0.034 0.063 -0.056
H 0.148114 -6.223628 -0.578061 -0.027 -0.112 0.035
H 1.379673 -6.576674 2.209351 -0.107 0.198 0.031
H -0.338991 -6.788690 1.827416 0.099 -0.163 0.040
H -0.342087 -4.597021 1.122527 0.221 -0.031 0.195
C -10.356775 8.288511 3.888284 -0.198 0.042 -0.008
C -8.939172 8.752453 3.620051 -0.144 -0.399 0.046
O -8.059091 8.221534 4.602053 0.272 -0.054 0.121
H -10.683045 8.606979 4.882282 0.056 0.068 -0.110
H -11.047305 8.692713 3.143730 -0.009 -0.075 0.042
H -10.416754 7.196229 3.867777 0.010 0.059 -0.132
H -8.879076 9.842454 3.662796 0.159 -0.122 0.106
H -8.600526 8.426861 2.631276 -0.127 0.128 -0.113
H -8.113295 7.256155 4.550221 -0.013 0.250 0.021
```
Forces are in eV/Å.

For the HOMO energy, the calculation gives -0.3599 Ha. Its energy is -265750.594 eV. The calculation puts the LUMO energy at -2.2 eV.